{"formula": "C3H4N2", "method": "the ωB97M-V functional and the def2-TZVPD basis", "largest_force_ha_per_bohr": 0.084, "e_homo_ha": -0.39225, "total_energy_ha": -226.16140, "multiplicity": 1, "total_charge": 0, "e_lumo_ev": 0.727, "homo_lumo_gap_ev": 11.401, "smiles": "N#C[C@H]1CN1", "symbols": ["N", "C", "C", "C", "N", "H", "H", "H", "H"], "xyz": [[2.70674, 0.02999, -0.35535], [1.60058, -0.10556, 0.00031], [0.26027, -0.25941, 0.41867], [-0.75551, 0.66946, -0.16075], [-0.59962, -0.73185, -0.63127], [0.23133, -0.57292, 1.43930], [-0.50874, 1.44338, -0.93976], [-1.63860, 0.84732, 0.44612], [-1.29643, -1.32041, -0.21728]], "atomic_forces_ev_per_a": [[-2.4478, -0.3050, 0.8446], [4.0918, 0.5924, -1.2969], [0.0855, 0.9028, -0.1637], [-0.3069, -0.1751, -0.9301], [-0.3324, 0.2849, -0.1392], [-0.6765, -0.2858, 0.5204], [-0.0626, -0.9358, 1.1471], [0.2224, 0.2260, -0.0222], [-0.5734, -0.3044, 0.0400]], "mulliken_charge": [-0.404, 0.048, 0.160, -0.373, -0.522, 0.368, 0.225, 0.258, 0.240]}